# 1
C11H24Cl6InO5S as an isolated structure, computed with the ωB97M-V functional and the def2-TZVPD basis.

```
! wB97M-V def2-TZVPD RIJCOSX def2/J DEFGRID3
* xyz -1 1
O 0.6621 -3.0613 -1.0654
C -0.5131 -3.3744 -1.1791
C -1.4846 -3.5985 -0.1233
In -2.2278 -1.5637 0.4994
S -3.9770 -2.0567 2.2356
C -3.2582 -0.5434 -1.1783
O -4.6171 -0.9505 -1.4409
C -4.7397 -2.3217 -1.5776
O -6.0882 -2.5846 -1.8552
C -6.5315 -3.8262 -1.3555
C -6.8776 -3.8226 0.1641
O -6.9313 -2.5610 0.7582
H -0.9259 -3.4563 -2.2151
H -1.0249 -4.0476 0.7595
H -2.3344 -4.1881 -0.4689
H -0.9602 -0.6311 1.2076
H -4.0535 -3.3825 2.0550
H -2.6687 -0.6209 -2.1051
H -3.3435 0.5191 -0.9447
H -4.4288 -2.8350 -0.6507
H -4.1008 -2.6924 -2.4033
H -5.7706 -4.5988 -1.5403
H -7.4058 -4.0929 -1.9509
H -6.1934 -4.4899 0.7037
H -7.8843 -4.2371 0.2792
H -6.0374 -2.2568 0.9958
C 2.6800 1.2994 1.7543
Cl 4.1512 0.8975 2.6552
Cl 3.0915 2.5215 0.5231
Cl 2.0342 -0.1218 0.9795
Cl 1.4865 1.9884 2.8614
C 4.6480 6.9918 0.9059
C 5.5525 6.4211 -0.1746
C 4.8396 6.3048 -1.5123
O 6.0952 5.1652 0.2255
H 3.7856 6.3361 1.0567
H 5.1861 7.0732 1.8500
H 4.2753 7.9788 0.6275
H 6.4290 7.0641 -0.2884
H 3.9801 5.6341 -1.4216
H 5.5113 5.9014 -2.2695
H 4.4721 7.2754 -1.8494
H 5.3544 4.5579 0.3394
C 6.1434 -2.4904 1.2347
Cl 4.6853 -2.7436 2.1957
Cl 6.0530 -1.0678 0.1876
H 6.9773 -2.3532 1.9124
H 6.2843 -3.3589 0.6031
*
```

As for the orbital gap: 7.126 eV. The value obtained for the HOMO energy is -5.025 eV.

---

# 2
C11H24F9O13S7Zn as an isolated structure in a non-equilibrium geometry, computed with the ωB97M-V functional and the def2-TZVPD basis.

```
! wB97M-V def2-TZVPD RIJCOSX def2/J DEFGRID3
* xyz 0 2
Zn 0.0122 0.0649 -0.2499
C 4.2265 -0.9975 -1.9895
F 3.8939 -2.0433 -2.8060
F 4.3849 -1.4786 -0.7735
F 5.3396 -0.4290 -2.2964
S 2.8653 0.2963 -1.9053
O 3.5065 1.5784 -1.5566
O 2.2964 0.3015 -3.3282
O 1.9357 -0.1859 -0.9497
C -1.4996 3.7843 -2.5132
F -1.4678 4.6704 -3.6343
F -1.5108 4.5668 -1.4359
F -2.5753 3.1137 -2.5538
S -0.0096 2.4723 -2.5879
O -0.3666 1.4186 -1.6294
O 0.1620 2.0131 -4.0079
O 1.2455 3.1289 -2.0432
C 1.0650 -3.6904 -2.6150
F 1.9462 -3.3165 -1.6778
F 1.6461 -4.1271 -3.7535
F 0.1300 -4.4970 -2.1461
S 0.0277 -2.1034 -3.0091
O 0.6594 -1.3509 -4.0979
O -1.2188 -2.7229 -3.4087
O -0.1387 -1.4726 -1.7150
C 2.3563 0.3021 3.8616
S 2.9015 0.0797 2.0751
O 1.6797 0.5548 1.3132
C 4.0640 1.6129 1.9434
H 1.8885 1.2853 3.9144
H 3.2067 0.3751 4.5394
H 1.6423 -0.4949 4.0689
H 3.6652 2.5072 2.4223
H 4.4495 1.7789 0.9375
H 4.9880 1.5110 2.5125
C -3.9806 -1.9938 -0.9295
S -3.4957 -0.3786 -0.1157
O -1.9718 -0.0702 -0.3856
C -4.4084 0.7242 -1.3079
H -3.8738 -2.8161 -0.2220
H -3.2063 -2.0927 -1.6902
H -4.9235 -1.8445 -1.4556
H -4.1884 0.5190 -2.3556
H -4.4241 1.7585 -0.9642
H -5.4091 0.3040 -1.2074
C -3.0213 3.0854 1.3713
S -1.6235 2.0653 2.0301
O -0.7613 1.6327 0.8629
C -0.6459 3.3253 2.8653
H -3.8874 2.5389 0.9979
H -2.6860 3.9208 0.7567
H -3.2140 3.6411 2.2891
H 0.3254 2.9193 3.1479
H -1.2532 3.7056 3.6866
H -0.2644 3.9804 2.0820
C 0.3230 -2.7028 3.3013
S -0.7888 -2.5417 1.8495
O -0.0275 -1.5299 0.9385
C -0.4552 -4.3616 1.3215
H 1.2924 -2.4847 2.8533
H 0.4293 -3.6282 3.8674
H 0.0074 -1.8842 3.9481
H -0.5514 -5.0658 2.1480
H 0.4843 -4.4673 0.7791
H -1.1976 -4.7647 0.6327
*
```

As for the orbital gap (spin up / spin down): 8.099 / 5.007 eV. The value obtained for the HOMO energy (spin up / spin down) is -8.421 / -8.415 eV.

---

# 3
C11H24IN2O4Zr as an isolated structure in a non-equilibrium geometry, computed with the ωB97M-V functional and the def2-TZVPD basis.

```
! wB97M-V def2-TZVPD RIJCOSX def2/J DEFGRID3
* xyz 3 1
Zr 0.0807 0.3578 -0.1004
C 0.5729 -1.0074 4.4267
N -0.4754 -1.6313 3.5748
C -1.3668 -2.6718 4.1623
C -0.5898 -1.2988 2.3393
O 0.1779 -0.4066 1.7856
C -1.6186 -1.9271 1.4286
O -1.6686 -1.1334 0.2187
C -2.9535 -0.5977 -0.1718
C -2.8299 0.9191 -0.2205
O -1.6521 1.3812 0.0716
N -3.8162 1.6775 -0.5416
C -3.7039 3.1539 -0.6129
C -5.1611 1.1470 -0.8758
H 0.3975 -1.3219 5.4485
H 1.5544 -1.3443 4.1035
H 0.5014 0.0735 4.3591
H -0.9927 -2.9129 5.1503
H -2.3799 -2.2837 4.2575
H -1.3469 -3.5762 3.5576
H -1.3162 -2.9396 1.1591
H -2.6015 -1.9749 1.8922
H -3.2042 -0.9988 -1.1526
H -3.7161 -0.9102 0.5383
H -2.7017 3.4715 -0.3591
H -3.9599 3.4574 -1.6259
H -4.4227 3.5747 0.0868
H -5.2113 0.0706 -0.7536
H -5.8859 1.6177 -0.2157
H -5.3818 1.4066 -1.9087
C 1.8160 2.6456 0.2147
C 2.7294 1.6336 -0.4409
O 2.2396 0.2782 -0.0400
H 2.0910 3.6450 -0.1226
H 1.8817 2.6123 1.3005
H 0.7498 2.5836 -0.0909
H 3.7530 1.7470 -0.0993
H 2.7087 1.6670 -1.5243
H 2.9521 -0.2772 0.2997
I -0.0993 1.1945 -2.9761
C 0.1044 -0.7292 -2.0206
H 1.0474 -1.1310 -2.3851
H -0.7184 -1.3457 -2.3671
*
```

As for the orbital gap: 8.812 eV. The value obtained for the HOMO energy is -19.093 eV.

---

# 4
C11H24KNO4PS as an isolated structure in a non-equilibrium geometry, computed with the ωB97M-V functional and the def2-TZVPD basis.

```
! wB97M-V def2-TZVPD RIJCOSX def2/J DEFGRID3
* xyz 1 1
C 0.4797 2.7730 -4.8527
C 0.2380 1.1667 -4.4597
C -1.2294 0.9398 -3.6896
C -1.1247 -0.3386 -2.6160
C -2.1809 -0.1748 -1.3641
C -1.4330 -0.1871 0.1327
C -1.9150 -1.4573 1.0308
C -1.5984 -1.4086 2.6219
C -0.9543 -0.0404 3.2193
C 0.6488 0.1811 2.9581
O 1.1015 0.9191 1.7455
S 2.7807 1.0319 2.0645
O 3.3907 0.9417 0.6455
O 2.9691 2.4787 2.5724
O 3.0175 -0.2841 3.1623
C 1.7186 -1.0106 3.3662
P 1.9620 -2.5241 2.2327
N 2.7670 -2.0772 0.8627
H 1.6163 3.0147 -5.0480
H 0.1163 3.4422 -3.9621
H -0.1928 3.0458 -5.7988
H 0.3157 0.4946 -5.4422
H 1.1471 0.8768 -3.7747
H -1.4678 1.9310 -3.1153
H -2.0198 0.7093 -4.5543
H 0.0017 -0.4046 -2.3017
H -1.3381 -1.2992 -3.2917
H -2.7160 0.8631 -1.4366
H -3.0064 -1.0030 -1.4039
H -0.2758 -0.3266 -0.1263
H -1.5201 0.8640 0.6502
H -1.3580 -2.4176 0.5929
H -3.0818 -1.6541 0.8681
H -0.9569 -2.3507 2.9183
H -2.6416 -1.5677 3.1818
H -1.0769 -0.1011 4.4057
H -1.5363 0.9580 2.9202
H 0.9064 0.9901 3.8010
H 1.6200 -1.2583 4.5305
H 0.7417 -3.2264 1.8972
H 2.8051 -3.4599 2.9435
H 2.1309 -2.3791 0.0937
K 1.1491 3.3296 1.8197
*
```

As for the orbital gap: 7.485 eV. The value obtained for the HOMO energy is -11.663 eV.

---

# 5
An isolated ion of composition C11H24NO2 and charge +1 in a non-equilibrium geometry, computed with the ωB97M-V functional and the def2-TZVPD basis.

```
! wB97M-V def2-TZVPD RIJCOSX def2/J DEFGRID3
* xyz 1 1
O -0.0599 -1.5303 -2.0639
O -0.5697 0.7468 -0.5139
C 1.8756 0.7019 -1.1600
C 0.2064 2.3085 -2.0908
C -1.0535 0.0409 -3.6328
C 0.3743 0.8364 -1.5886
C -1.1249 -1.5695 -1.1023
C -1.0484 -0.9341 3.1912
C 1.2705 -0.8174 3.1705
C -0.0613 1.1037 2.3582
C 0.1432 -0.9894 1.0535
C 0.1318 -0.2385 -2.6769
C -0.9231 -0.5489 0.0106
N 0.0749 -0.3941 2.3994
H 2.1182 -0.3359 -1.0897
H 2.0407 1.1680 -0.1831
H 2.5106 1.1762 -1.9394
H 0.6069 3.0119 -1.3506
H -0.8058 2.6097 -2.2619
H 0.7948 2.4170 -3.0333
H -1.2801 -0.8563 -4.2074
H -1.9450 0.2958 -3.0606
H -0.8220 0.8136 -4.3825
H -1.1926 -2.5686 -0.6787
H -2.0482 -1.3665 -1.6410
H -1.9740 -0.9194 2.6064
H -1.2389 -0.2904 4.0815
H -0.8918 -1.9525 3.5238
H 1.1206 -1.8132 3.5755
H 1.4646 -0.1287 4.0263
H 2.1571 -0.8269 2.5376
H -0.0851 1.5484 3.3562
H 0.8142 1.5648 1.8901
H -0.9437 1.3793 1.8219
H 1.1597 -0.7911 0.6261
H 0.0264 -2.0613 1.2154
H 1.0435 -0.2794 -3.3170
H -1.8659 -0.5104 0.5301
*
```

As for the orbital gap: 10.113 eV. The value obtained for the HOMO energy is -12.660 eV.

---

# 6
A 2-piece molecular cluster, C11H25Br2N2 overall, computed with the ωB97M-V functional and the def2-TZVPD basis.

```
! wB97M-V def2-TZVPD RIJCOSX def2/J DEFGRID3
* xyz 1 1
C -0.6131 -2.4987 -0.4367
N -0.8908 -1.0555 -0.2682
C -1.6880 -0.4407 -1.2667
N -3.0985 -0.1580 -0.6645
C -4.1761 -1.0420 -1.1122
Br -4.8200 -0.5650 -2.8039
C -4.6258 -2.0589 -0.3943
C -5.7112 -2.9981 -0.8117
Br -3.9508 -2.3164 1.3522
H -1.2982 -2.9341 -1.1696
H -0.7522 -3.0243 0.5090
H 0.4139 -2.6537 -0.7741
H -0.0027 -0.5689 -0.2169
H -1.3039 0.5362 -1.5624
H -1.8789 -1.0445 -2.1592
H -2.9854 -0.2397 0.3558
H -3.3672 0.8042 -0.8868
H -6.6617 -2.6811 -0.3716
H -5.4928 -4.0056 -0.4546
H -5.8148 -3.0219 -1.8976
C 2.3784 -0.5850 1.5791
C 3.0652 0.6902 2.0513
C 2.2860 1.9554 1.6926
C 2.0524 2.1657 0.1945
C 3.3201 2.1922 -0.6585
C 4.2801 3.3140 -0.2792
H 2.2968 -0.6031 0.4879
H 2.9302 -1.4774 1.8746
H 1.3712 -0.6601 2.0007
H 4.0733 0.7357 1.6322
H 3.1904 0.6537 3.1354
H 2.8059 2.8229 2.1043
H 1.3129 1.9252 2.1952
H 1.5117 3.1077 0.0569
H 1.3876 1.3791 -0.1870
H 3.0333 2.3033 -1.7076
H 3.8361 1.2302 -0.5879
H 3.7938 4.2881 -0.3632
H 5.1525 3.3197 -0.9323
H 4.6400 3.2094 0.7451
*
```

As for the orbital gap: 10.346 eV. The value obtained for the HOMO energy is -13.249 eV.

---

E, respectively: -113176.67732 -187127.24899 -32322.85162 -57910.17761 -17374.07132 -154870.67367 eV.